Entry 1:
A structure of composition C13H11BrN3O2Pb, computed with ωB97M-V with the def2-TZVPD basis set.

Values from the calculation:
HOMO-LUMO gap (spin up / spin down)   5.230 / 5.230 eV
Electronic energy   -3583.409568 hartree
Net charge   -1

Last column: Löwdin charge in e.
Positions of all 31 atoms, in Å:
Pb 0.00 0.00 0.00  0.838
O -3.03 4.58 -0.07  0.041
C -3.96 3.65 -0.36  -0.268
C -5.30 4.04 -0.52  -0.041
C -6.29 3.10 -0.82  -0.112
C -5.94 1.76 -0.97  -0.106
C -4.61 1.35 -0.82  -0.028
C -3.61 2.29 -0.52  -0.110
C -2.22 1.76 -0.36  -0.175
O -2.08 0.07 -0.19  -0.439
N -1.22 2.62 -0.13  0.080
N 0.01 2.04 0.00  -0.319
C 1.12 2.62 -0.28  -0.166
C 2.26 1.65 -0.50  -0.140
C 3.62 2.19 -0.84  -0.113
C 4.57 1.27 -1.10  -0.139
C 4.24 -0.17 -1.06  -0.103
C 3.00 -0.58 -0.77  -0.359
N 2.14 0.09 -0.19  -0.122
H -3.25 5.51 0.04  0.116
H -5.58 5.08 -0.40  0.100
H -7.32 3.41 -0.94  0.090
H -6.71 1.03 -1.21  0.091
H -4.38 0.30 -0.95  0.107
H 1.19 3.69 -0.41  0.106
H 3.84 3.25 -0.87  0.089
H 5.58 1.59 -1.34  0.078
H 5.01 -0.91 -1.27  0.077
H 2.73 -1.61 -0.73  0.068
Br 0.00 -2.57 0.00  -0.085
H 0.00 0.00 1.81  -0.058

Entry 2:
A cluster of 2 separate species, CH2ClNO2 in total, computed with ωB97M-V with the def2-TZVPD basis set.

Values from the calculation:
HOMO-LUMO gap (spin up / spin down)   8.825 / 8.860 eV
Electronic energy   -704.487402 hartree
Net charge   0

Last column: Löwdin charge in e.
Positions of all 7 atoms, in Å:
C -0.14 -0.37 -0.39  -0.587
N 0.47 0.57 0.51  -0.501
O 1.48 1.16 0.21  0.064
O -0.04 0.52 1.62  0.044
Cl 0.84 -0.92 -1.69  0.686
H -0.58 -1.11 0.26  0.040
H -2.02 0.17 -0.52  0.255

Entry 3:
A structure of composition C27H52OP2SiW, computed with ωB97M-V with the def2-TZVPD basis set.

Values from the calculation:
HOMO-LUMO gap (spin up / spin down)   4.781 / 4.526 eV
⟨S²⟩   2.050
Multiplicity   3
Electronic energy   -2173.716585 hartree
Net charge   +2

Last column: Löwdin charge in e.
Positions of all 84 atoms, in Å:
W 0.44 0.63 -1.25  1.630
C 0.65 0.26 0.87  -0.283
C 1.79 0.97 0.34  -0.322
C -0.12 2.26 -0.06  -0.331
C -0.55 1.03 0.58  -0.311
C 1.32 2.23 -0.21  -0.311
C 0.71 -0.97 1.69  0.012
H 1.47 -1.67 1.32  0.080
H -0.26 -1.51 1.69  0.060
H 0.95 -0.75 2.74  0.125
C -1.93 0.65 0.95  -0.012
H -2.05 -0.49 1.17  0.048
H -2.64 0.87 0.14  0.094
H -2.28 1.16 1.86  0.116
C -1.00 3.39 -0.41  0.002
H -0.93 4.18 0.34  0.116
H -2.05 3.08 -0.45  0.094
H -0.72 3.84 -1.37  0.093
C 2.16 3.25 -0.89  0.009
H 2.49 4.04 -0.20  0.118
H 1.61 3.76 -1.70  0.094
H 3.07 2.82 -1.32  0.093
C 3.18 0.45 0.27  -0.014
H 3.80 0.78 1.10  0.110
H 3.66 0.76 -0.66  0.081
H 3.18 -0.65 0.30  0.075
C -0.82 -1.71 -1.44  -0.122
C 0.14 -2.64 -1.08  -0.006
C 1.55 -2.65 -1.51  -0.159
C 1.87 -1.95 -2.86  -0.172
C 1.78 -0.45 -2.92  -0.195
C 0.76 0.30 -3.56  -0.244
C -0.72 0.20 -3.21  -0.356
C -1.11 -1.23 -2.84  -0.253
H 1.93 -3.69 -1.64  0.142
H 1.30 -2.40 -3.69  0.064
H 2.18 -2.21 -0.71  0.107
H -0.58 -1.94 -3.50  0.036
H -1.68 -1.60 -0.77  0.092
H -0.09 -3.31 -0.25  0.129
H -2.19 -1.35 -3.04  0.129
H -1.04 0.97 -2.36  0.114
H 1.06 1.10 -4.25  0.063
H -1.30 0.62 -4.06  0.058
H 2.92 -2.20 -3.09  0.138
H 2.76 0.05 -2.82  0.115
P -0.64 -1.48 -5.61  0.876
P -0.50 1.84 -6.11  0.877
C -0.63 -0.76 -7.30  -0.405
C -1.27 0.62 -7.31  -0.422
H -1.21 -1.48 -7.89  0.084
H 0.41 -0.75 -7.65  0.081
H -1.20 1.06 -8.32  0.086
H -2.34 0.54 -7.03  0.076
C -1.25 3.36 -6.85  -0.290
H -0.80 4.23 -6.37  0.040
H -2.33 3.39 -6.66  0.041
H -1.06 3.39 -7.93  0.049
C 1.08 2.01 -7.05  -0.289
H 0.85 2.03 -8.13  0.053
H 1.77 1.19 -6.84  0.032
H 1.57 2.95 -6.76  0.047
C -2.34 -2.19 -5.65  -0.237
H -2.60 -2.67 -4.70  0.042
H -2.31 -2.94 -6.46  0.052
H -3.09 -1.42 -5.89  0.053
C 0.28 -3.04 -5.81  -0.256
H 1.27 -2.81 -6.22  0.059
H -0.29 -3.67 -6.51  0.054
H 0.40 -3.58 -4.86  0.040
C -2.65 -4.92 1.69  -0.143
Si -3.10 -3.11 2.07  0.352
C -4.85 -2.81 1.39  -0.115
C -3.25 -3.05 3.96  -0.164
O -2.10 -2.04 1.46  -0.211
H -3.48 -5.61 1.91  0.054
H -1.78 -5.25 2.28  0.042
H -2.39 -5.03 0.63  0.027
H -5.58 -3.55 1.75  0.062
H -5.19 -1.80 1.69  0.047
H -4.83 -2.84 0.29  0.040
H -2.26 -3.19 4.43  0.035
H -3.64 -2.08 4.29  0.036
H -3.91 -3.84 4.34  0.048

Entry 4:
An isolated molecule of C9H12N2, computed with ωB97M-V with the def2-TZVPD basis set.

Values from the calculation:
HOMO-LUMO gap (spin up / spin down)   5.778 / 8.411 eV
⟨S²⟩   2.016
Multiplicity   3
Electronic energy   -459.435900 hartree
Net charge   0

Last column: Löwdin charge in e.
Positions of all 23 atoms, in Å:
C -3.43 0.18 -0.08  -0.112
C -2.87 -1.00 -0.62  -0.063
C -2.62 1.05 0.54  -0.124
C -1.47 -1.18 -0.54  -0.027
C -1.25 0.84 0.70  -0.049
C -0.63 -0.26 0.12  -0.234
C 0.77 -0.44 0.28  -0.068
C 1.36 1.61 -0.83  0.010
C 3.26 -1.18 0.60  -0.115
N 1.72 0.35 -0.14  -0.281
N 2.94 0.12 -0.09  0.008
H -4.50 0.59 -0.18  0.130
H -3.52 -1.82 -0.92  0.099
H -2.99 1.80 1.21  0.102
H -1.01 -1.94 -1.08  0.084
H -0.74 1.63 1.12  0.082
H 1.10 -1.43 0.64  0.108
H 0.62 1.51 -1.55  0.062
H 1.03 2.26 -0.01  0.084
H 2.25 2.01 -1.32  0.091
H 4.29 -1.39 0.46  0.050
H 2.94 -1.20 1.61  0.059
H 2.77 -2.10 0.07  0.105

Entry 5:
A structure of composition C53H43AuBrN7OP, computed with ωB97M-V with the def2-TZVPD basis set.

Values from the calculation:
HOMO-LUMO gap (spin up / spin down)   7.450 / 4.131 eV
⟨S²⟩   2.033
Multiplicity   3
Electronic energy   -5554.254637 hartree
Net charge   +3

Last column: Löwdin charge in e.
Positions of all 107 atoms, in Å:
Au 1.07 -0.07 -0.20  1.099
C -3.86 -2.65 1.03  0.012
N -2.60 -2.42 0.32  -0.036
C -1.73 -1.40 0.53  -0.435
N -0.67 -1.57 -0.25  0.043
C -0.84 -2.72 -0.97  -0.162
C -2.06 -3.26 -0.63  -0.093
C -2.69 -4.52 -1.06  -0.195
C -1.96 -5.70 -0.99  -0.019
C -2.52 -6.90 -1.41  -0.044
C -3.82 -6.92 -1.90  -0.047
C -4.56 -5.74 -1.98  -0.051
C -3.99 -4.55 -1.56  -0.040
C 0.15 -3.21 -1.94  -0.200
C -0.26 -3.67 -3.19  -0.028
C 0.67 -4.10 -4.12  -0.053
C 2.03 -4.06 -3.82  -0.057
C 2.44 -3.62 -2.57  -0.061
C 1.51 -3.21 -1.63  -0.059
P -1.98 -0.08 1.74  1.193
C -1.82 1.38 0.60  -0.354
N -0.73 1.68 -0.09  0.087
C -0.98 2.82 -0.76  -0.118
C -2.31 3.27 -0.45  -0.042
N -2.80 2.31 0.40  -0.022
C -4.11 2.33 1.09  0.012
C -2.98 4.46 -0.85  -0.148
C -4.37 4.49 -1.13  -0.007
C -4.97 5.66 -1.53  -0.021
C -4.21 6.83 -1.64  0.002
C -2.85 6.83 -1.36  -0.022
C -2.22 5.66 -0.99  -0.001
C -0.03 3.40 -1.67  -0.167
C -0.46 4.05 -2.85  -0.009
C 0.48 4.56 -3.73  -0.030
C 1.83 4.45 -3.44  -0.016
C 2.27 3.81 -2.28  -0.046
C 1.35 3.27 -1.41  -0.037
C -0.34 -0.01 2.48  -0.427
N 0.84 -0.11 1.86  -0.027
C 1.83 -0.05 2.79  -0.164
C 1.25 0.10 4.03  -0.084
N -0.11 0.11 3.81  -0.031
C -1.13 0.15 4.86  0.013
C 1.87 0.18 5.36  -0.182
C 1.56 1.21 6.24  -0.039
C 2.18 1.28 7.48  -0.050
C 3.12 0.32 7.84  -0.047
C 3.44 -0.70 6.97  -0.045
C 2.82 -0.78 5.73  -0.015
C 3.26 -0.17 2.43  -0.229
C 4.14 0.89 2.64  -0.027
C 5.47 0.76 2.29  -0.059
C 5.93 -0.44 1.74  -0.076
C 5.06 -1.50 1.54  -0.095
C 3.72 -1.36 1.88  -0.083
H -3.81 -2.18 2.01  0.071
H -4.70 -2.26 0.47  0.102
H -3.99 -3.73 1.16  0.110
H -0.95 -5.69 -0.60  0.125
H -1.95 -7.82 -1.34  0.118
H -4.26 -7.85 -2.22  0.119
H -5.56 -5.76 -2.37  0.117
H -4.56 -3.63 -1.65  0.115
H -1.32 -3.70 -3.43  0.125
H 0.34 -4.47 -5.09  0.117
H 2.75 -4.41 -4.54  0.117
H 3.50 -3.63 -2.31  0.114
H 1.83 -2.91 -0.64  0.093
H -4.38 3.36 1.30  0.109
H -4.87 1.87 0.47  0.106
H -4.02 1.78 2.02  0.072
H -4.95 3.58 -1.08  0.116
H -6.02 5.67 -1.77  0.128
H -4.69 7.75 -1.94  0.130
H -2.27 7.74 -1.43  0.128
H -1.17 5.65 -0.75  0.129
H -1.51 4.12 -3.08  0.125
H 0.15 5.05 -4.64  0.124
H 2.56 4.87 -4.13  0.126
H 3.33 3.75 -2.06  0.116
H 1.68 2.80 -0.49  0.095
H -0.71 -0.30 5.76  0.109
H -1.42 1.18 5.09  0.104
H -2.00 -0.42 4.55  0.074
H 0.85 1.98 5.96  0.115
H 1.93 2.09 8.16  0.117
H 3.60 0.38 8.81  0.119
H 4.17 -1.45 7.25  0.118
H 3.07 -1.58 5.05  0.122
H 3.78 1.81 3.09  0.126
H 6.16 1.57 2.46  0.118
H 6.98 -0.54 1.48  0.119
H 5.42 -2.43 1.13  0.117
H 3.04 -2.20 1.75  0.115
O 2.68 -0.13 -6.14  0.145
C 2.24 -0.09 -4.89  -0.280
C 0.90 -0.26 -4.52  0.039
C 0.56 -0.21 -3.20  -0.103
N 1.48 0.00 -2.23  -0.137
C 2.76 0.17 -2.60  -0.720
Br 3.95 0.39 -1.16  0.935
C 3.19 0.14 -3.89  0.000
H 1.97 -0.31 -6.77  0.144
H 0.13 -0.45 -5.27  0.137
H -0.45 -0.36 -2.87  0.122
H 4.23 0.27 -4.15  0.139

no.,strongest force on any atom (Eh/bohr)
1,0.225
2,0.062
3,0.154
4,0.168
5,0.012